(1)
Entry from the Open Molecules 2025 dataset: C11H19F6IN2O9PS4 as an isolated structure (ωB97M-V with the def2-TZVPD basis set).

XYZ file:
```
53
Properties=species:S:1:pos:R:3
N 3.428 -2.200 0.470
C 1.974 -2.272 0.190
C 1.286 -0.854 0.277
C -0.017 -0.939 -0.577
C -1.266 -0.299 0.137
S -2.727 -0.503 -0.948
O -3.698 0.558 -0.571
O -3.337 -1.820 -0.655
O -2.378 -0.253 -2.544
C -1.082 -0.740 -2.926
C -1.067 -2.293 -3.177
C -1.494 -2.640 -4.640
C -0.429 -2.176 -5.696
I -1.442 -1.311 -7.429
C 0.091 -0.292 -1.996
P 0.223 1.568 -2.021
O 1.176 2.103 -0.777
O -1.232 2.325 -1.871
S 0.969 2.061 -3.775
H 3.797 -3.111 0.206
H 3.829 -1.551 -0.203
H 1.454 -3.016 0.818
H 1.862 -2.599 -0.878
H 2.034 -0.139 -0.101
H 1.030 -0.707 1.342
H -0.260 -2.022 -0.670
H -1.493 -0.785 1.104
H -1.084 0.772 0.358
H -0.871 -0.289 -3.919
H -0.003 -2.612 -3.080
H -1.673 -2.838 -2.433
H -2.468 -2.154 -4.828
H -1.542 -3.743 -4.702
H 0.240 -3.003 -5.999
H 0.246 -1.402 -5.274
H 1.021 -0.687 -2.456
H 2.045 2.263 -1.164
H -1.342 2.917 -2.620
C -1.936 1.003 4.854
F -2.965 0.525 4.156
F -2.442 1.775 5.821
F -1.356 -0.040 5.463
S -0.760 1.918 3.795
O -1.534 3.007 3.247
O -0.303 0.937 2.831
N 0.268 2.295 4.940
S 1.532 3.125 4.457
O 1.281 4.487 4.044
O 2.500 2.402 3.660
C 2.319 3.282 6.101
F 2.603 2.089 6.638
F 1.528 3.913 6.977
F 3.462 3.966 6.044
```

Properties
Net charge: -1
Total energy in a.u.: -4048.329979
Maximum force in eV/Å: 6.5
Orbital gap in eV: 8.39

---

(2)
Entry from the Open Molecules 2025 dataset: C11H19FNO3SSiV as an isolated structure (ωB97M-V with the def2-TZVPD basis set).

XYZ file:
```
38
Properties=species:S:1:pos:R:3
V -0.016 -0.194 0.468
C 4.164 -1.513 1.108
Si 2.976 -0.115 1.378
C 2.911 1.045 -0.080
C 3.277 0.839 2.950
N 1.304 -0.846 1.502
C 1.017 -1.968 2.315
C 1.676 -2.341 3.481
C 1.262 -3.481 4.157
C 0.202 -4.250 3.694
C -0.482 -3.888 2.539
C -0.043 -2.759 1.903
F -0.668 -2.299 0.750
H 5.171 -1.116 0.960
H 3.902 -2.079 0.211
H 4.203 -2.206 1.948
H 3.778 1.704 0.026
H 2.048 1.711 -0.147
H 3.016 0.524 -1.032
H 4.126 1.512 2.808
H 3.508 0.207 3.807
H 2.415 1.457 3.207
H 2.498 -1.753 3.861
H 1.775 -3.773 5.063
H -0.102 -5.135 4.234
H -1.316 -4.455 2.149
C -2.431 2.295 2.006
S -1.862 1.631 0.473
O -2.540 2.218 -0.616
O -1.941 0.109 0.573
O -0.339 1.738 0.452
H -3.263 2.956 1.778
H -1.614 2.845 2.466
H -2.748 1.472 2.642
C 0.405 -0.693 -1.418
H 1.403 -1.119 -1.505
H 0.314 0.192 -2.049
H -0.343 -1.439 -1.695
```

Properties
Net charge: +1
Total energy in a.u.: -2442.398330
Maximum force in eV/Å: 0.4
2S+1: 2
Relative energy (zero: lowest compared OMol25 entry of this formula, charge and spin) in kcal per mole: 0.0
Orbital gap (alpha / beta) in eV: 7.33 / 8.20

---

(3)
Entry from the Open Molecules 2025 dataset: C11H19GaN5O5 as an isolated structure (ωB97M-V with the def2-TZVPD basis set).

XYZ file:
```
41
Properties=species:S:1:pos:R:3
Ga 0.046 -0.220 1.356
O -0.924 1.592 1.589
C -1.352 1.784 2.946
C -0.297 1.247 3.920
N 0.040 -0.130 3.531
C 1.434 -0.460 3.843
C 2.368 0.087 2.738
O 3.483 0.444 2.960
O 1.818 0.105 1.532
C -0.922 -1.142 3.977
C -1.362 -2.063 2.809
O -2.031 -3.030 3.001
O -0.965 -1.680 1.601
H -0.401 2.342 1.264
H -2.278 1.209 3.036
H -1.559 2.841 3.127
H -0.670 1.311 4.949
H 0.611 1.855 3.831
H 1.571 -1.546 3.814
H 1.762 -0.075 4.813
H -1.839 -0.681 4.351
H -0.522 -1.785 4.764
C -0.286 1.251 -4.922
C 0.131 -0.215 -4.883
C -1.040 -1.125 -4.528
C 1.297 -0.410 -3.890
N 0.889 -0.074 -2.558
C 0.331 -0.855 -1.631
N 0.063 -0.082 -0.593
N 0.468 1.155 -0.910
N 0.950 1.155 -2.071
H -0.980 1.427 -5.738
H 0.576 1.893 -5.072
H -0.776 1.544 -3.995
H 0.518 -0.505 -5.865
H -1.517 -0.809 -3.601
H -0.716 -2.157 -4.423
H -1.793 -1.096 -5.309
H 2.123 0.251 -4.158
H 1.631 -1.447 -3.901
H 0.123 -1.904 -1.701
```

Properties
Net charge: +1
Total energy in a.u.: -3005.181703
Maximum force in eV/Å: 1.8
Orbital gap in eV: 10.36

---

(4)
Entry from the Open Molecules 2025 dataset: a 3-piece molecular cluster, C11H19N3O3S2 overall (ωB97M-V with the def2-TZVPD basis set).

XYZ file:
```
38
Properties=species:S:1:pos:R:3
C -7.413 -0.508 0.496
C -6.633 -0.476 -0.807
O -5.790 -1.632 -1.001
S -4.332 -1.619 -0.302
O -3.696 -0.367 -0.593
O -4.720 -1.639 1.354
N -3.673 -1.029 2.112
C -3.934 0.128 2.439
S -4.151 1.657 2.495
H -8.220 0.214 0.422
H -6.801 -0.224 1.340
H -7.828 -1.500 0.623
H -7.364 -0.527 -1.606
H -6.095 0.456 -0.947
C -0.399 -0.597 0.333
C 0.417 0.668 0.564
C 1.858 0.381 1.002
C 1.883 -0.361 2.265
N 1.901 -0.936 3.253
H -0.497 -1.180 1.251
H -1.410 -0.349 0.005
H 0.064 -1.231 -0.426
H -0.076 1.283 1.320
H 0.444 1.253 -0.357
H 2.407 1.313 1.139
H 2.375 -0.206 0.242
C 6.152 1.672 -0.513
C 6.323 0.181 -0.778
C 6.160 -0.186 -2.258
C 4.825 0.170 -2.742
N 3.778 0.458 -3.101
H 5.149 2.011 -0.777
H 6.306 1.892 0.543
H 6.872 2.259 -1.088
H 5.598 -0.378 -0.184
H 7.315 -0.134 -0.449
H 6.305 -1.256 -2.403
H 6.899 0.338 -2.866
```

Properties
Total energy in a.u.: -1616.762412
Maximum force in eV/Å: 2.0
Orbital gap in eV: 8.79

---

(5)
Entry from the Open Molecules 2025 dataset: a 2-piece molecular cluster, C11H19N3S overall (ωB97M-V with the def2-TZVPD basis set).

XYZ file:
```
34
Properties=species:S:1:pos:R:3
C -2.372 -0.689 -0.609
C -3.611 -0.232 -0.725
C -2.249 0.520 1.224
C -1.397 -0.256 0.472
C -4.248 0.553 0.243
C 3.050 0.356 -1.131
C -5.635 0.986 0.129
C 2.187 2.523 -0.526
C 0.431 -0.516 1.987
C 0.497 -1.763 -0.157
C 4.784 -1.387 -0.060
N -3.385 0.871 1.229
N 2.303 1.429 -1.407
N -0.112 -0.666 0.627
S 4.174 0.362 0.169
H -1.709 -1.167 -1.294
H -4.237 -0.444 -1.591
H 3.022 -0.536 -1.738
H -5.741 1.416 -0.841
H -6.267 0.086 0.149
H -5.913 1.622 0.965
H 1.326 3.222 -0.776
H 3.079 3.098 -0.471
H 1.828 2.139 0.465
H 0.206 -1.252 2.847
H 1.538 -0.622 1.900
H 0.120 0.397 2.439
H -0.060 -2.729 0.028
H 0.489 -1.720 -1.262
H 1.617 -1.918 0.007
H 4.898 -1.787 1.071
H 5.716 -1.394 -0.505
H 4.009 -1.903 -0.558
H 1.661 1.399 -2.303
```

Properties
Net charge: +2
Total energy in a.u.: -992.251858
Maximum force in eV/Å: 5.1
Relative energy (zero: lowest compared OMol25 entry of this formula, charge and spin) in kcal per mole: 26.1
Orbital gap in eV: 7.29

---

(6)
Entry from the Open Molecules 2025 dataset: C11H19N5O9PtS as an isolated structure (ωB97M-V with the def2-TZVPD basis set).

XYZ file:
```
46
Properties=species:S:1:pos:R:3
Pt -0.867 0.410 0.884
O -1.932 -2.355 -1.624
C -2.780 -1.605 -2.459
C -4.054 -1.333 -1.676
N -3.837 -0.336 -0.610
C -4.218 -0.599 0.580
C -2.979 -1.904 1.875
O -3.803 -2.271 2.626
O -1.898 -1.835 1.453
C -3.501 1.020 -1.080
C -2.068 1.370 -1.557
O -2.015 2.292 -2.338
O -1.078 0.679 -1.124
H -1.015 -2.069 -1.728
H -3.051 -2.163 -3.361
H -2.316 -0.671 -2.776
H -4.382 -2.264 -1.215
H -4.847 -0.970 -2.332
H -4.994 -1.350 0.675
H -4.242 0.242 1.273
H -3.775 1.748 -0.319
H -4.120 1.184 -1.961
C 4.923 0.544 -1.367
C 5.113 0.408 0.140
C 4.674 1.671 0.875
C 4.423 -0.844 0.686
N 2.983 -0.849 0.438
C 2.001 -0.237 1.093
N 0.894 -0.473 0.430
N 1.204 -1.234 -0.634
N 2.462 -1.465 -0.635
H 5.522 1.372 -1.746
H 3.881 0.755 -1.616
H 5.218 -0.363 -1.896
H 6.175 0.242 0.344
H 3.628 1.913 0.671
H 5.264 2.524 0.540
H 4.803 1.579 1.955
H 4.563 -0.932 1.764
H 4.805 -1.744 0.209
H 2.076 0.343 1.998
O -2.060 2.467 3.941
S -1.352 2.013 2.788
O -2.373 1.537 1.670
O -0.651 0.626 2.936
O -0.401 2.926 2.208
```

Properties
Total energy in a.u.: -1898.910212
Maximum force in eV/Å: 5.0
Relative energy (zero: lowest compared OMol25 entry of this formula, charge and spin) in kcal per mole: 50.8
Orbital gap in eV: 5.68

---

(7)
Entry from the Open Molecules 2025 dataset: one molecule with the formula C11H19N5OS (ωB97M-V with the def2-TZVPD basis set).

XYZ file:
```
37
Properties=species:S:1:pos:R:3
C -2.962 -2.492 0.006
C -3.849 -1.254 0.019
C -3.257 -0.115 -0.812
N -1.934 0.282 -0.368
C -1.949 0.905 0.948
C -0.601 1.599 1.220
N 0.485 1.018 0.457
C 0.745 -0.374 0.787
C 2.176 -0.752 0.452
O 2.563 -1.884 0.274
N 3.012 0.327 0.395
C 4.341 0.221 0.113
N 5.147 1.228 0.032
N 6.393 0.871 -0.253
C 6.547 -0.393 -0.390
S 5.096 -1.333 -0.172
C 0.239 1.222 -0.968
C -1.259 1.140 -1.324
H -2.822 -2.847 -1.012
H -1.986 -2.263 0.424
H -3.413 -3.289 0.592
H -4.010 -0.924 1.047
H -4.827 -1.499 -0.402
H -3.163 -0.457 -1.846
H -3.956 0.743 -0.800
H -2.767 1.643 1.037
H -2.119 0.121 1.690
H -0.358 1.549 2.284
H -0.654 2.654 0.939
H 0.070 -1.078 0.284
H 0.628 -0.512 1.866
H 2.603 1.245 0.534
H 7.489 -0.846 -0.622
H 0.801 0.471 -1.525
H 0.625 2.209 -1.242
H -1.704 2.151 -1.342
H -1.371 0.713 -2.322
```

Properties
Total energy in a.u.: -1177.743105
Maximum force in eV/Å: 1.7
SMILES: CCCN1CCN(CC(=O)Nc2nncs2)CC1
Relative energy (zero: lowest compared OMol25 entry of this formula, charge and spin) in kcal per mole: 2.3
Orbital gap in eV: 9.55

---

(8)
Entry from the Open Molecules 2025 dataset: one molecule with the formula C11H19NOSi (ωB97M-V with the def2-TZVPD basis set).

XYZ file:
```
33
Properties=species:S:1:pos:R:3
C -2.642 4.440 1.316
O -2.252 3.237 1.971
C -2.125 2.042 1.211
C -2.385 0.813 1.719
C -2.045 -0.393 1.016
C -1.290 -0.315 -0.181
C -0.744 -1.540 -0.849
N 0.197 -2.295 -0.070
Si 1.926 -1.863 -0.594
C 3.157 -3.076 0.053
C 1.869 -1.641 -2.458
C 2.266 -0.180 0.174
C -1.003 0.971 -0.676
C -1.494 2.126 -0.035
H -2.992 4.291 0.336
H -3.466 4.792 1.993
H -1.840 5.146 1.361
H -2.967 0.716 2.641
H -2.200 -1.384 1.454
H -0.217 -1.216 -1.820
H -1.519 -2.156 -1.082
H 0.269 -1.955 0.921
H 3.036 -4.115 -0.370
H 4.095 -2.632 -0.087
H 3.034 -3.131 1.136
H 1.285 -0.778 -2.811
H 1.331 -2.557 -2.562
H 2.843 -1.704 -2.947
H 3.368 -0.172 0.190
H 2.062 -0.206 1.237
H 1.856 0.597 -0.373
H -0.316 1.008 -1.505
H -1.098 3.129 -0.309
```

Properties
Total energy in a.u.: -850.005828
Maximum force in eV/Å: 3.5
SMILES: COc1ccc(CN[Si](C)(C)C)cc1
Relative energy (zero: lowest compared OMol25 entry of this formula, charge and spin) in kcal per mole: 34.6
Orbital gap in eV: 9.39

---

(9)
Entry from the Open Molecules 2025 dataset: C11H20BaNO17 as an isolated structure (ωB97M-V with the def2-TZVPD basis set).

XYZ file:
```
50
Properties=species:S:1:pos:R:3
Ba -1.164 -0.713 0.582
O -2.072 0.594 -3.853
C -1.932 -0.652 -3.459
O -1.552 -0.937 -2.334
O -2.118 -1.480 -4.307
H -2.453 0.191 -4.637
O -0.211 3.805 1.548
C -1.331 3.103 1.623
O -1.530 1.980 1.152
O -2.181 3.563 2.400
H -0.565 4.593 1.967
O 0.359 -2.931 1.464
C -0.046 -3.826 0.651
O -0.752 -3.413 -0.279
O 0.441 -4.930 0.693
H 0.428 -3.708 2.024
O -3.430 -1.596 4.645
C -2.992 -1.006 3.559
O -2.146 -1.590 2.949
O -3.359 0.175 3.303
H -2.904 -2.379 4.465
O -5.730 -1.038 -0.478
C -4.412 -1.120 -0.212
O -3.807 -0.122 0.195
O -3.943 -2.235 -0.533
H -6.040 -0.199 -0.129
C 2.540 -0.821 2.931
O 1.535 -0.048 2.299
C 2.085 1.067 1.618
C 2.166 0.836 0.122
N 0.863 0.920 -0.620
C 1.061 0.998 -2.086
C 2.101 0.067 -2.756
O 3.460 0.418 -2.438
C 3.874 1.495 -3.190
H 3.303 -1.194 2.247
H 1.998 -1.618 3.440
H 3.056 -0.207 3.668
H 3.043 1.301 2.082
H 1.533 1.996 1.759
H 2.543 -0.168 -0.072
H 2.830 1.631 -0.217
H 0.298 1.729 -0.402
H 1.332 1.998 -2.425
H 0.061 0.889 -2.504
H 1.949 0.096 -3.835
H 1.844 -0.970 -2.540
H 3.086 1.919 -3.813
H 4.767 1.219 -3.750
H 4.117 2.317 -2.516
```

Properties
Net charge: -2
Total energy in a.u.: -1790.591928
Maximum force in eV/Å: 8.6
2S+1: 2
Orbital gap (alpha / beta) in eV: 6.99 / 3.70

---

(10)
Entry from the Open Molecules 2025 dataset: C11H20Br2F6GaNO2 as an isolated structure (ωB97M-V with the def2-TZVPD basis set).

XYZ file:
```
43
Properties=species:S:1:pos:R:3
F -0.914 1.280 2.121
C 0.562 1.433 2.045
F 1.139 1.432 3.415
F 0.870 2.690 1.323
C 1.199 0.180 1.199
O 0.706 0.041 -0.180
C -0.393 -0.929 -0.288
C -0.135 -2.027 -1.518
Ga 1.127 -3.593 -0.903
C 2.966 -2.767 -0.433
C 3.428 -1.852 -1.712
C 4.678 -2.453 -2.586
F 5.924 -1.757 -2.165
Br 4.806 -4.448 -2.631
C 4.401 -1.975 -4.164
F 3.917 -0.580 -4.276
F 5.651 -2.261 -4.907
Br 2.946 -3.143 -4.943
H 1.092 -0.834 1.820
H 2.375 0.359 1.125
H -0.664 -1.488 0.706
H -1.361 -0.305 -0.585
H -1.173 -2.491 -1.836
H 0.281 -1.450 -2.455
H 1.248 -4.720 -2.073
H 0.472 -4.162 0.447
H 2.769 -2.006 0.465
H 3.770 -3.521 -0.041
H 2.485 -1.707 -2.421
H 3.679 -0.766 -1.299
C -5.164 2.595 0.407
C -4.992 2.891 1.866
O -5.740 2.512 2.746
N -3.821 3.558 2.318
C -3.967 4.317 3.580
H -6.210 2.349 0.204
H -4.890 3.470 -0.188
H -4.529 1.748 0.133
H -3.410 4.097 1.553
H -3.169 2.789 2.512
H -4.240 3.632 4.387
H -4.723 5.092 3.435
H -2.997 4.772 3.797
```

Properties
Total energy in a.u.: -8308.011945
Maximum force in eV/Å: 5.0
Orbital gap in eV: 4.45

---

(11)
Entry from the Open Molecules 2025 dataset: one molecule with the formula C11H20BrNO3 (ωB97M-V with the def2-TZVPD basis set).

XYZ file:
```
36
Properties=species:S:1:pos:R:3
C -1.820 -3.324 -0.545
C -0.861 -2.193 -0.075
C -0.925 -1.038 -1.081
Br -2.548 0.019 -0.753
C 0.330 -0.182 -1.209
C 0.155 1.068 -2.105
N -0.306 0.787 -3.445
O 1.238 -1.047 -1.959
C 2.342 -1.282 -1.234
O 3.358 -1.650 -1.599
O 2.051 -1.002 0.074
C 1.178 0.154 0.034
C 0.546 0.272 1.408
C 0.639 1.673 2.023
C 0.222 1.600 3.506
C -0.208 2.712 1.256
H -2.463 -2.984 -1.344
H -2.488 -3.581 0.269
H -1.277 -4.216 -0.828
H 0.139 -2.585 0.036
H -1.266 -1.863 0.866
H -1.074 -1.484 -2.050
H 1.110 1.576 -2.169
H -0.546 1.728 -1.606
H 0.400 0.309 -3.985
H -1.179 0.277 -3.439
H 1.820 0.987 -0.260
H -0.494 -0.025 1.427
H 1.113 -0.384 2.054
H 1.679 1.969 1.944
H -0.731 2.081 3.672
H 0.972 2.064 4.127
H 0.087 0.562 3.794
H 0.429 3.557 1.014
H -0.609 2.339 0.322
H -1.012 3.107 1.860
```

Properties
Total energy in a.u.: -3285.632220
Maximum force in eV/Å: 4.8
SMILES: CC[C@@H](Br)[C@]1(CN)OC(=O)O[C@@H]1CC(C)C
Orbital gap in eV: 10.14

---

(12)
Entry from the Open Molecules 2025 dataset: C11H20CeCl2N2O2PSe as an isolated structure (ωB97M-V with the def2-TZVPD basis set).

XYZ file:
```
40
Properties=species:S:1:pos:R:3
C -1.632 3.970 3.168
C -1.230 2.849 2.316
H -0.817 4.069 3.921
H -2.611 3.801 3.679
H -1.726 4.891 2.544
O -0.311 2.047 2.217
Cl -3.361 2.147 0.867
Ce -1.376 1.098 0.305
P 1.036 1.679 -1.354
C 2.862 1.395 -1.392
C 0.756 1.838 -3.156
H -0.035 3.799 -0.610
H 1.420 4.051 -1.666
H 1.635 3.616 0.085
C 1.007 3.465 -0.817
H -0.314 1.986 -3.358
H 1.342 2.704 -3.522
H 3.343 2.083 -2.126
H 3.047 0.348 -1.707
H 1.082 0.919 -3.670
H 3.307 1.555 -0.392
C 1.159 0.029 0.934
O 2.185 -0.274 1.414
Cl -2.500 1.342 -2.004
C 1.668 -4.030 -0.717
N 0.264 -4.089 -0.385
C -0.356 -5.131 0.281
C -1.675 -4.829 0.361
N -1.848 -3.584 -0.251
C -3.138 -2.954 -0.428
C -0.644 -3.112 -0.707
Se -0.393 -1.508 -1.596
H 2.286 -3.809 0.159
H 1.831 -3.248 -1.456
H 2.008 -4.983 -1.136
H 0.180 -6.011 0.621
H -2.499 -5.374 0.762
H -3.860 -3.700 -0.776
H -3.497 -2.515 0.523
H -3.044 -2.146 -1.177
```

Properties
Net charge: +2
Total energy in a.u.: -4828.854958
Maximum force in eV/Å: 5.6
2S+1: 2
Relative energy (zero: lowest compared OMol25 entry of this formula, charge and spin) in kcal per mole: 85.2
Orbital gap (alpha / beta) in eV: 4.63 / 5.35

---

> The lowest maximum force belongs to which entry?

C11H19FNO3SSiV